Entry 1:
{"formula": "C6H18ClO3S", "method": "ωB97M-V/def2-TZVPD", "e_lumo_ev": 3.090, "gap_ev": 8.4, "homo_energy_ev": -5.34, "molar_mass_g_mol": 205.73, "total_charge": -1, "de_lowest_kcal_mol": 7.15, "elements": ["Cl", "C", "C", "O", "H", "H", "H", "H", "H", "H", "C", "C", "O", "H", "H", "H", "H", "H", "H", "C", "S", "O", "C", "H", "H", "H", "H", "H", "H"], "positions_angstrom": [[4.32, 49.86, 35.13], [6.78, 53.61, 37.59], [6.24, 52.32, 36.80], [5.28, 51.74, 37.48], [5.97, 54.21, 37.99], [7.44, 54.16, 36.87], [7.42, 53.19, 38.33], [6.97, 51.59, 36.45], [5.82, 52.69, 35.97], [5.14, 51.05, 36.94], [5.87, 52.25, 30.90], [5.79, 51.78, 32.30], [4.42, 51.92, 32.53], [5.07, 51.78, 30.23], [6.90, 52.43, 30.45], [5.50, 53.15, 31.12], [6.19, 52.37, 32.90], [6.14, 50.76, 32.59], [4.28, 51.49, 33.46], [2.23, 46.90, 36.64], [1.38, 47.30, 38.19], [1.13, 45.87, 38.78], [2.85, 47.74, 39.10], [3.22, 46.57, 36.69], [2.49, 47.79, 36.15], [1.75, 46.25, 35.88], [2.74, 47.86, 40.13], [3.33, 48.56, 38.71], [3.50, 46.84, 39.43]]}

---

Entry 2:
{"formula": "C6H18FO6Zn", "method": "ωB97M-V/def2-TZVPD", "e_lumo_ev": [-0.094, -0.830], "gap_ev": [6.7, 8.1], "homo_energy_ev": [-6.78, -8.95], "molar_mass_g_mol": 270.59, "spin_multiplicity": 2, "elements": ["Zn", "F", "C", "C", "O", "O", "H", "H", "H", "H", "H", "H", "C", "C", "O", "O", "H", "H", "H", "H", "H", "H", "C", "C", "O", "O", "H", "H", "H", "H", "H", "H"], "positions_angstrom": [[2.11, 0.30, -1.95], [1.11, -0.20, -0.33], [0.96, 2.67, -3.43], [1.99, 2.16, -4.52], [2.90, 1.31, -3.75], [0.39, 1.57, -2.60], [0.17, 3.34, -3.75], [1.53, 3.32, -2.78], [2.73, 2.87, -4.89], [1.65, 1.79, -5.48], [3.71, 1.32, -4.27], [-0.57, 1.52, -2.68], [-3.39, -0.01, 1.25], [-1.98, 0.06, 0.68], [-1.68, -0.54, -0.58], [-3.67, 0.51, 2.57], [-3.81, -1.01, 1.15], [-4.10, 0.53, 0.62], [-1.29, -0.50, 1.31], [-1.37, 0.96, 0.56], [-0.72, -0.59, -0.58], [-3.27, 1.39, 2.62], [1.35, -2.14, 2.77], [0.38, -2.69, 3.87], [-0.66, -1.93, 4.23], [0.71, -2.16, 1.49], [2.13, -2.89, 2.72], [1.79, -1.15, 2.91], [0.88, -2.95, 4.80], [0.15, -3.73, 3.68], [-1.12, -1.71, 3.41], [0.99, -1.43, 0.94]]}

---

Entry 3:
{"formula": "C6H18FeN2O12", "method": "ωB97M-V/def2-TZVPD", "e_lumo_ev": [-0.378, -0.377], "gap_ev": [7.2, 7.2], "homo_energy_ev": [-7.57, -7.55], "molar_mass_g_mol": 366.06, "spin_multiplicity": 5, "de_lowest_kcal_mol": 45.16, "elements": ["Fe", "N", "O", "O", "O", "N", "O", "O", "O", "C", "C", "O", "O", "H", "H", "H", "H", "H", "H", "C", "C", "O", "O", "H", "H", "H", "H", "H", "H", "C", "C", "O", "O", "H", "H", "H", "H", "H", "H"], "positions_angstrom": [[-0.78, 0.62, -18.72], [-1.44, -2.66, -18.17], [-1.45, -1.43, -18.14], [-2.44, -3.27, -18.24], [-0.42, -3.25, -18.02], [-0.08, -1.67, -21.03], [-0.32, -0.61, -20.43], [0.64, -2.53, -20.57], [-0.68, -1.81, -22.09], [1.92, 3.58, -20.21], [1.87, 1.97, -20.18], [1.32, 1.68, -18.85], [0.65, 4.20, -20.37], [2.59, 3.94, -20.98], [2.34, 3.95, -19.28], [2.88, 1.62, -20.39], [1.27, 1.51, -20.96], [1.91, 1.95, -18.14], [0.86, 5.10, -20.63], [-0.78, 1.77, -16.09], [-0.07, 0.42, -15.72], [0.70, 0.12, -16.84], [-1.80, 1.52, -17.03], [-0.14, 2.53, -16.55], [-1.12, 2.30, -15.20], [-0.85, -0.32, -15.55], [0.47, 0.57, -14.79], [1.17, -0.71, -16.84], [-2.65, 1.29, -16.65], [-3.31, 1.21, -20.54], [-2.57, 2.57, -20.57], [-1.30, 2.36, -20.05], [-2.92, 0.38, -19.43], [-3.11, 0.52, -21.36], [-4.38, 1.42, -20.55], [-3.02, 3.29, -19.88], [-2.40, 2.94, -21.58], [-0.68, 3.05, -20.31], [-3.58, -0.25, -19.16]]}

---

Entry 4:
{"formula": "C6H18IO11P3", "method": "ωB97M-V/def2-TZVPD", "e_lumo_ev": -0.170, "gap_ev": 9.5, "homo_energy_ev": -9.66, "molar_mass_g_mol": 486.02, "elements": ["C", "C", "C", "I", "O", "P", "O", "O", "O", "P", "O", "O", "O", "H", "H", "H", "H", "H", "H", "H", "H", "H", "C", "O", "P", "O", "O", "C", "O", "C", "H", "H", "H", "H", "H", "H", "H", "H", "H"], "positions_angstrom": [[4.46, -2.61, -1.07], [5.29, -1.67, -1.96], [4.37, -0.57, -2.50], [5.35, 0.29, -4.23], [4.22, 0.39, -1.45], [2.88, 1.28, -1.43], [3.22, 2.66, -1.60], [2.18, 1.05, -0.02], [1.83, 0.87, -2.61], [0.77, -0.32, -2.29], [0.39, -1.00, -3.49], [1.43, -1.35, -1.27], [-0.49, 0.33, -1.59], [3.74, -3.16, -1.67], [3.89, -2.04, -0.33], [5.10, -3.29, -0.52], [5.71, -2.25, -2.77], [6.04, -1.21, -1.31], [3.44, -1.05, -2.78], [2.85, 0.82, 0.64], [0.80, -1.48, -0.54], [-1.23, 0.10, -2.17], [-4.45, 1.49, 4.31], [-3.73, 0.86, 3.24], [-3.98, 1.42, 1.77], [-3.90, 2.87, 1.64], [-5.37, 0.81, 1.33], [-5.62, -0.59, 1.55], [-2.93, 0.60, 0.92], [-1.57, 1.08, 0.92], [-4.73, 0.72, 5.02], [-3.81, 2.22, 4.80], [-5.36, 1.98, 3.95], [-6.13, -0.72, 2.50], [-4.70, -1.17, 1.55], [-6.26, -0.94, 0.75], [-0.92, 0.23, 0.75], [-1.31, 1.53, 1.88], [-1.44, 1.80, 0.12]]}

---

Entry 5:
{"formula": "C6H18Li3NO3", "method": "ωB97M-V/def2-TZVPD", "e_lumo_ev": -0.160, "gap_ev": 8.2, "homo_energy_ev": -8.32, "molar_mass_g_mol": 173.04, "de_lowest_kcal_mol": 0.00, "elements": ["Li", "Li", "Li", "O", "H", "O", "H", "O", "H", "C", "C", "N", "C", "C", "C", "C", "H", "H", "H", "H", "H", "H", "H", "H", "H", "H", "H", "H", "H", "H", "H"], "positions_angstrom": [[0.83, 1.08, -3.82], [0.01, 1.03, -1.24], [-2.26, 1.72, -2.54], [1.81, 1.21, -2.17], [2.32, 1.61, -1.47], [-0.89, 0.45, -3.01], [-0.79, -0.45, -3.32], [-1.31, 2.46, -1.10], [-1.14, 3.22, -0.55], [1.78, 1.25, 1.69], [0.31, 0.82, 1.64], [0.00, -0.11, 0.56], [-1.41, -0.44, 0.53], [-1.89, -1.42, 1.59], [0.93, -1.25, 0.45], [0.61, -2.15, -0.72], [2.43, 0.48, 2.10], [1.87, 2.13, 2.33], [2.14, 1.48, 0.69], [0.03, 0.40, 2.62], [-0.31, 1.70, 1.46], [-1.94, 0.51, 0.59], [-1.64, -0.85, -0.47], [-2.97, -1.59, 1.50], [-1.40, -2.39, 1.48], [-1.70, -1.05, 2.60], [0.99, -1.83, 1.39], [1.91, -0.83, 0.25], [-0.40, -2.54, -0.71], [1.29, -3.01, -0.69], [0.82, -1.61, -1.65]]}

---

Entry 6:
{"formula": "C6H18N2", "method": "ωB97M-V/def2-TZVPD", "smiles": "CCNC.CCNC", "e_lumo_ev": 0.959, "gap_ev": 9.7, "homo_energy_ev": -8.78, "molar_mass_g_mol": 118.22, "de_lowest_kcal_mol": 20.55, "elements": ["C", "C", "N", "C", "H", "H", "H", "H", "H", "H", "H", "H", "H", "C", "C", "N", "C", "H", "H", "H", "H", "H", "H", "H", "H", "H"], "positions_angstrom": [[-1.86, -3.33, -1.58], [-2.77, -4.64, -1.67], [-3.41, -4.66, -3.00], [-4.76, -4.06, -2.80], [-1.32, -3.32, -0.62], [-2.42, -2.39, -1.68], [-1.12, -3.39, -2.40], [-3.44, -4.70, -0.79], [-2.03, -5.46, -1.58], [-3.59, -5.61, -3.34], [-4.75, -2.99, -2.52], [-5.39, -4.59, -2.07], [-5.22, -4.16, -3.80], [-4.07, 2.10, 1.01], [-5.63, 2.26, 1.01], [-6.03, 2.92, -0.28], [-7.47, 2.77, -0.39], [-3.46, 3.01, 0.99], [-3.85, 1.51, 0.10], [-3.79, 1.50, 1.89], [-5.94, 2.81, 1.92], [-6.11, 1.27, 1.04], [-5.60, 3.85, -0.34], [-7.78, 3.27, -1.32], [-8.05, 3.20, 0.44], [-7.71, 1.70, -0.47]]}